Entry 1:
The following is a DFT calculation (ωB97M-V with the def2-TZVPD basis set) of a 12-piece molecular cluster, C34H63Cl14N5 overall in a non-equilibrium geometry.

Output
**Relative energy (zero: lowest compared OMol25 entry of this formula, charge and spin)**: 0.0 kJ/mol
**Charge**: 0
**Energy**: -8049.7690 Eh
**SMILES**: CCCC#N.CCCC#N.CCCC#N.CCCC#N.CCCC#N.ClCCCl.ClCCCl.ClCCCl.ClCCCl.ClCCCl.ClCCCl.ClCCCl
**Strongest force on any atom**: 1.7 eV/A
**E_LUMO**: 0.17 eV

XYZ file:
```
116
Properties=species:S:1:pos:R:3:forces:R:3
C 5.924095 -0.276935 -0.644077 0.24 -0.22 0.57
C 4.479272 -0.743042 -0.685390 -0.94 0.33 -0.03
C 4.180640 -2.251409 -0.568336 -0.34 0.19 0.18
C 5.133775 -3.164054 -1.190273 -0.29 0.48 0.00
N 5.916541 -3.863890 -1.646918 0.25 -0.32 -0.23
H 6.046369 0.597484 -0.003355 -0.14 0.12 -0.15
H 6.322426 -0.029516 -1.624827 0.02 -0.14 -0.04
H 6.550475 -1.047938 -0.185585 0.09 0.00 -0.20
H 3.940570 -0.368907 -1.559684 0.43 -0.05 -0.24
H 3.876813 -0.277297 0.103656 0.29 -0.09 0.22
H 3.182814 -2.373846 -0.994435 0.07 -0.39 -0.13
H 4.076414 -2.559201 0.473333 0.22 0.09 0.00
C -4.448003 2.024705 3.666731 0.46 0.37 0.22
C -4.897226 2.675672 2.359676 -0.49 -0.17 0.90
C -5.805074 1.754886 1.540341 0.07 0.22 -1.00
C -4.997245 0.720574 0.876657 -0.21 -0.23 0.20
N -4.358171 -0.084397 0.362774 -0.01 0.09 0.06
H -4.002335 1.040412 3.507018 -0.04 -0.03 0.08
H -5.247617 1.960653 4.407119 -0.23 -0.29 -0.28
H -3.714677 2.672499 4.157239 0.18 -0.15 -0.17
H -4.045214 2.968792 1.752150 0.01 0.02 -0.03
H -5.439005 3.576250 2.655689 -0.07 0.06 -0.40
H -6.287928 2.302767 0.723541 0.13 0.13 0.05
H -6.638239 1.291678 2.067980 0.25 -0.08 0.39
C 0.300326 -0.596424 -0.396439 -0.35 -0.28 0.26
C -1.040330 -0.171068 0.227755 0.74 1.32 -0.78
C -1.050725 -0.194611 1.756700 -0.09 -0.64 -0.59
C 0.224881 0.278400 2.275992 -0.23 0.05 0.22
N 1.232971 0.619481 2.703359 0.05 0.23 0.01
H 0.113423 -0.820421 -1.440680 0.24 0.01 -0.09
H 0.740861 -1.476001 0.083435 -0.16 -0.09 0.00
H 1.036280 0.204371 -0.336013 0.01 0.01 -0.04
H -1.893091 -0.635830 -0.257959 -0.07 -0.53 0.55
H -1.161315 0.874944 -0.088920 -0.11 0.03 0.16
H -1.164050 -1.232798 2.078604 -0.07 0.07 0.20
H -1.869854 0.401615 2.157089 0.00 -0.06 0.10
C 1.417677 1.679147 -7.307671 -0.33 0.08 -0.09
C 2.136513 1.415181 -6.001570 0.06 -0.39 0.77
C 1.270255 0.751750 -4.907879 -0.46 0.55 -0.10
C 1.777971 1.079694 -3.575219 -0.08 -0.52 -0.21
N 2.180212 1.333954 -2.531998 0.06 0.16 0.23
H 0.442137 2.152625 -7.158242 0.13 0.11 0.27
H 1.187401 0.780082 -7.880799 0.34 -0.05 -0.05
H 2.007556 2.382975 -7.892751 0.00 -0.23 -0.29
H 2.529213 2.348554 -5.596430 -0.08 0.06 -0.06
H 2.998291 0.747908 -6.087745 0.09 0.23 -0.47
H 1.187829 -0.327508 -5.037820 0.17 -0.03 0.11
H 0.237844 1.116416 -4.925902 0.07 0.07 -0.13
C 0.843475 -2.793427 -3.232815 0.18 -0.17 0.47
C 1.486969 -4.083584 -2.743819 -0.28 -0.62 -0.05
C 0.726358 -5.303369 -3.299450 0.03 -0.52 -0.34
C -0.725278 -5.105752 -3.376634 -0.04 0.26 0.07
N -1.850587 -4.878838 -3.435658 0.06 -0.05 0.03
H 0.705514 -2.807111 -4.316076 0.26 0.08 -0.05
H 1.446210 -1.944505 -2.913566 -0.10 0.18 -0.20
H -0.151878 -2.708780 -2.801591 0.05 0.17 0.12
H 1.496823 -4.199847 -1.658178 -0.14 0.49 0.05
H 2.529874 -4.161056 -3.052884 -0.02 -0.01 -0.12
H 0.880344 -6.217587 -2.721707 0.18 0.14 0.10
H 1.075911 -5.539027 -4.308933 -0.11 0.08 -0.02
Cl -5.034476 -0.347515 -3.410481 0.15 -0.09 0.02
C -3.862951 -1.502633 -4.115067 -0.39 -0.23 0.62
C -2.518873 -1.534804 -3.432228 0.45 0.04 -0.60
Cl -1.815358 0.092935 -3.153735 -0.09 -0.31 -0.08
H -3.796644 -1.289575 -5.175062 0.07 0.05 -0.03
H -4.281328 -2.494640 -3.939065 -0.10 0.03 -0.38
H -1.842878 -2.051325 -4.114591 0.02 0.07 0.03
H -2.500759 -2.122995 -2.518908 -0.18 0.43 0.26
Cl -1.943585 -3.947483 0.582330 -0.13 0.30 0.05
C -3.588396 -3.481503 -0.018881 0.54 -0.66 0.35
C -4.568671 -4.593486 0.259957 -0.73 -0.09 -0.31
Cl -5.302945 -4.535645 1.891843 0.20 0.15 -0.02
H -3.455554 -3.363426 -1.089643 -0.18 0.06 -0.05
H -3.876220 -2.550350 0.458522 0.04 0.07 -0.10
H -4.174252 -5.598242 0.151858 0.37 0.12 -0.06
H -5.393355 -4.512742 -0.450811 -0.04 0.11 0.12
Cl 3.700962 4.082781 0.412838 0.08 0.04 0.12
C 2.201001 3.828836 1.387155 0.45 -0.12 -1.10
C 0.991336 3.983834 0.481502 -0.47 0.22 0.74
Cl 0.391599 5.677015 0.531267 0.06 -0.01 -0.15
H 2.226255 4.580356 2.163377 -0.16 -0.15 0.21
H 2.273546 2.810503 1.759423 -0.10 0.07 0.21
H 0.176776 3.373758 0.874908 -0.03 0.01 -0.09
H 1.165781 3.743399 -0.560444 0.24 -0.16 0.03
Cl 2.292686 4.414251 7.412143 0.07 0.22 -0.20
C 2.727534 3.420362 5.987629 0.07 -0.33 0.33
C 1.499874 2.941769 5.260068 0.13 -0.86 0.02
Cl 0.582313 4.230250 4.477915 -0.22 0.27 -0.06
H 3.253965 2.572660 6.422226 -0.06 -0.15 -0.21
H 3.434806 3.934517 5.342444 -0.18 0.33 0.07
H 0.847087 2.395798 5.941266 -0.12 0.31 0.09
H 1.752105 2.217993 4.482036 0.26 0.20 -0.04
Cl -2.775948 4.031525 -0.462338 -0.02 0.04 -0.07
C -2.321375 3.206347 -1.989750 0.45 -0.16 0.71
C -2.147279 4.164685 -3.127789 -0.09 0.02 -0.40
Cl -3.686147 4.945792 -3.594095 0.13 -0.04 -0.02
H -3.046757 2.409997 -2.120213 -0.12 0.15 -0.38
H -1.353749 2.743196 -1.782355 -0.01 -0.02 -0.06
H -1.766039 3.633671 -4.001354 -0.20 -0.12 0.01
H -1.420451 4.943645 -2.909568 -0.15 0.07 0.26
Cl 3.665792 -1.895931 2.960648 0.23 0.01 0.50
C 3.967384 -0.215716 3.524416 0.42 0.09 -0.91
C 5.377901 0.047331 4.025634 -0.64 -1.26 0.12
Cl 5.419852 1.773976 4.368624 0.35 0.38 0.19
H 3.230928 0.042100 4.273510 -0.12 -0.06 -0.04
H 3.828998 0.363454 2.617157 -0.31 0.26 0.21
H 6.136187 -0.225630 3.297339 0.00 0.21 -0.09
H 5.538817 -0.542975 4.927986 0.23 0.32 0.11
Cl -0.017891 -2.974280 5.279752 -0.08 0.01 -0.21
C -1.329506 -2.055233 6.057389 0.38 -0.09 0.85
C -2.032174 -1.098622 5.142026 -0.19 -0.33 -0.24
Cl -3.016873 -1.943744 3.903972 -0.02 -0.05 0.13
H -0.847954 -1.499134 6.864928 -0.02 0.18 -0.16
H -1.982293 -2.763935 6.562237 -0.21 -0.05 -0.36
H -1.305656 -0.483993 4.616680 -0.07 0.15 0.02
H -2.732629 -0.496671 5.714766 0.10 0.16 0.01
```
Positions in Å, forces in eV/Å.

Atom charges from the Mulliken analysis, given in e for atoms 1 to 4: -1.373 0.780 0.847 0.139

---

Entry 2:
The following is a DFT calculation (ωB97M-V with the def2-TZVPD basis set) of a 2-piece molecular cluster, FH2OP overall in a non-equilibrium geometry.

Output
**Relative energy (zero: lowest compared OMol25 entry of this formula, charge and spin)**: 522.5 kJ/mol
**Charge**: 0
**Energy**: -517.4830 Eh
**Strongest force on any atom**: 3.0 eV/A
**E_LUMO (spin up / spin down)**: -2.50 / -1.85 eV

XYZ file:
```
5
Properties=species:S:1:pos:R:3:forces:R:3
O 1.868801 0.353815 0.367226 2.15 0.65 1.28
F 3.125264 0.824497 -0.758600 -1.03 -0.53 0.57
P 0.482311 0.149112 -0.265804 -0.25 0.96 1.25
H 0.648463 1.081898 -1.216152 -0.74 1.36 -1.40
H 0.706065 -0.918526 -0.992095 -0.12 -2.44 -1.70
```
Positions in Å, forces in eV/Å.

Atom charges from the natural (NBO) analysis, given in e for atoms 1 to 4: -0.560 -0.258 0.929 -0.033